77
Properties=species:S:1:pos:R:3:forces:R:3 method="wB97M-V/def2-TZVPD" lumo_ev=2.75 gap_ev=9.8 homo_ev=-7.0 largest_force_ev_per_a=2.82 total_charge=-1
B 0.1362 0.1731 0.3563 1.3 0.4 -1.2
F -0.9022 0.3862 1.1621 -1.8 0.1 2.2
F -0.3281 -0.3666 -0.8184 -0.5 -0.5 -1.3
F 0.7742 1.3931 0.0682 0.2 0.3 -0.2
F 1.0502 -0.6909 0.9075 0.6 -0.4 0.6
C 0.9144 2.3856 3.0530 -0.3 -1.0 -0.7
O 1.7950 2.9343 2.0968 0.4 1.1 0.4
H 0.8655 2.9190 4.0023 0.6 0.1 -0.1
H -0.1075 2.3590 2.6746 -0.2 0.1 -0.1
H 1.2246 1.3464 3.1620 -0.2 -0.1 0.8
H 1.7542 2.3564 1.3313 -0.1 0.0 -0.2
C 4.1416 -0.0602 1.4147 -0.7 0.0 -0.7
O 5.3065 0.1118 0.6190 0.4 0.1 0.3
H 3.4111 -0.5687 0.7855 -0.2 -0.2 0.4
H 4.3167 -0.6411 2.3203 0.1 0.0 0.1
H 3.7048 0.9095 1.6532 0.3 0.1 0.1
H 5.5543 -0.7839 0.3785 0.2 0.0 -0.2
C -3.9667 1.2627 1.7913 -0.6 0.0 0.1
O -2.8917 2.0438 1.3867 0.4 0.5 -0.1
H -3.5628 0.3504 2.2301 -0.5 -0.3 0.2
H -4.5675 1.8117 2.5164 0.0 -0.1 0.2
H -4.6095 1.0315 0.9419 -0.2 -0.3 0.0
H -2.2492 1.3689 1.1559 0.6 0.6 -0.3
C -1.8616 0.1130 4.9072 0.2 0.0 -1.6
O -0.5792 -0.1573 4.2641 -0.7 0.0 1.7
H -2.5205 -0.7551 4.9235 0.2 -0.4 0.0
H -1.7985 0.4855 5.9296 0.8 0.0 -0.2
H -2.3953 0.8513 4.3087 0.0 0.3 0.1
H -0.6618 -0.1786 3.3079 -0.4 0.2 -0.1
C -2.7289 -2.4388 0.9593 0.7 1.6 -1.1
O -2.9544 -1.8554 -0.3443 -1.1 -0.9 0.2
H -2.1423 -1.6709 1.4637 -0.1 -0.3 0.8
H -3.7030 -2.5762 1.4286 0.1 0.0 -0.1
H -2.1534 -3.3645 0.9521 -0.1 -0.2 -0.2
H -2.1730 -1.4938 -0.7687 0.4 -0.1 0.5
C -2.7647 0.8837 -3.1746 0.1 -0.2 -0.7
O -1.7302 1.3025 -4.0713 -1.2 -0.2 0.2
H -3.4242 1.6851 -2.8413 0.3 0.4 0.4
H -3.4618 0.2264 -3.6943 0.3 -0.2 -0.3
H -2.3445 0.3131 -2.3464 -0.1 0.2 0.3
H -1.1805 1.8947 -3.5529 0.5 0.3 0.2
C -0.7236 4.9974 -2.4750 -0.2 0.1 1.3
C -0.5642 3.8134 -1.4896 -0.5 0.5 -0.3
O -0.1152 2.7271 -2.2436 0.2 -0.7 -0.8
H -1.4331 4.8636 -3.2916 0.2 -0.7 0.0
H 0.2445 5.3087 -2.8674 -0.1 0.0 0.0
H -1.1725 5.8202 -1.9186 0.3 0.3 0.2
H -1.4829 3.5603 -0.9605 -0.6 0.1 -0.3
H 0.1090 3.9805 -0.6487 0.5 0.6 -0.2
H 0.0436 1.9806 -1.6613 0.2 -0.1 0.2
C 3.1920 -0.4488 -3.7830 1.2 -0.2 -0.1
C 2.7484 -0.2876 -2.3619 -0.8 -0.1 0.2
O 1.8519 -1.4028 -2.0920 0.8 0.8 -0.2
H 3.9381 0.3019 -4.0437 -0.2 0.4 -0.1
H 2.3881 -0.4683 -4.5189 0.0 0.1 0.2
H 3.7764 -1.3668 -3.8452 -0.3 -0.4 -0.2
H 2.2945 0.6924 -2.2147 -0.8 0.0 -0.1
H 3.5723 -0.2256 -1.6510 0.4 -0.6 0.0
H 1.3079 -1.1653 -1.3375 -0.2 -0.1 0.0
C -1.7017 -2.4753 -3.3287 0.8 -1.1 0.4
C -0.6178 -2.6140 -4.3914 -2.2 1.2 -0.8
O -0.2484 -1.2864 -4.6973 1.6 -0.2 0.0
H -2.0626 -3.4915 -3.1700 -0.6 0.1 0.4
H -2.4779 -1.7404 -3.5420 0.1 -0.4 -0.5
H -1.2248 -2.1242 -2.4136 0.1 -0.2 0.1
H -1.0838 -2.9106 -5.3311 0.0 -0.7 0.0
H 0.1745 -3.3181 -4.1372 0.2 0.2 0.2
H 0.3954 -1.1014 -4.0096 0.2 0.7 0.2
C 2.3293 -3.5225 4.3035 0.3 -0.3 0.5
C 1.6363 -2.6298 3.3254 -0.5 0.5 -1.4
O 2.2039 -2.7951 2.0203 0.7 -0.7 0.5
H 2.3237 -4.5430 3.9203 0.0 0.0 0.0
H 1.8326 -3.5174 5.2737 -0.3 0.0 0.0
H 3.3594 -3.2510 4.5342 0.1 0.2 -0.4
H 1.6197 -1.5691 3.5759 0.3 0.1 0.4
H 0.5853 -2.9027 3.2299 -0.3 -0.2 0.4
H 1.7950 -2.1847 1.4023 -0.1 0.1 0.2

***

88
Properties=species:S:1:pos:R:3:forces:R:3 method="wB97M-V/def2-TZVPD" lumo_ev=-0.08 gap_ev=8.2 homo_ev=-8.3 de_lowest_kj_mol=0.0 smiles="NC(N)=O.NC(N)=O.NC(N)=O.NC(N)=O.NC(N)=O.NC(N)=O.NC(N)=O.NC(N)=O.CC(C)O.CC(C)O" largest_force_ev_per_a=1.91 total_charge=0
C -1.6559 2.8440 -2.5076 -0.1 -1.5 1.2
O -0.6179 3.2903 -2.0191 -0.6 0.4 -0.8
N -2.8579 3.4810 -2.6231 1.2 1.1 0.3
N -1.7886 1.5174 -2.7993 0.4 0.4 -1.1
H -2.8667 4.4436 -2.3250 -0.3 0.0 -0.4
H -3.5808 3.0456 -3.1567 -0.4 0.3 0.0
H -1.2247 0.8469 -2.3036 0.0 0.1 0.0
H -2.6753 1.2633 -3.1845 0.0 -0.7 0.2
C 3.1818 -3.4458 2.4131 0.5 0.5 0.1
O 4.2878 -2.9407 2.5456 -0.4 -0.6 0.2
N 2.3233 -3.1086 1.4209 -0.4 0.0 -0.8
N 2.5965 -4.3733 3.2411 0.3 -0.1 0.4
H 1.4192 -3.5542 1.3982 0.0 0.3 -0.2
H 2.6110 -2.5051 0.6724 0.1 0.1 0.2
H 3.1389 -4.8528 3.9365 0.1 0.1 -0.1
H 1.6950 -4.7256 2.9739 0.0 -0.2 0.1
C -1.6004 0.3787 4.7559 0.4 0.7 1.4
O -1.5658 1.2723 3.9267 -0.3 -0.5 -0.2
N -1.7005 -0.9440 4.4965 -0.3 -0.7 -1.7
N -1.5190 0.6361 6.1030 0.1 0.7 -0.4
H -1.3862 -1.6586 5.1241 0.1 0.2 0.2
H -1.5945 -1.1276 3.5071 0.0 -0.3 0.3
H -1.6063 1.6158 6.3159 0.1 -0.2 0.4
H -1.6933 -0.0694 6.7924 -0.1 0.1 0.1
C 3.0132 3.4039 -0.2554 0.4 -0.4 1.0
O 3.6567 3.4648 0.7974 -0.2 0.5 -0.7
N 3.5842 3.0010 -1.4170 1.3 -0.2 -1.4
N 1.6988 3.6756 -0.3136 -1.2 0.4 0.6
H 3.1521 2.5527 -2.2150 -0.5 0.4 0.5
H 4.5838 3.0758 -1.4921 0.0 -0.2 0.5
H 1.0697 3.5647 -1.1002 0.8 0.1 -0.1
H 1.2850 4.1183 0.5097 0.2 -0.2 -0.2
C -1.1157 4.4751 1.5532 0.1 0.5 0.0
O -0.0759 5.1145 1.4593 0.0 0.1 0.3
N -1.4307 3.5219 0.6485 0.1 -0.2 -0.2
N -2.0566 4.7249 2.5003 -0.4 -0.1 0.2
H -0.7626 3.4313 -0.1026 -0.4 -0.3 0.0
H -2.2013 2.8863 0.7295 0.0 0.0 0.1
H -1.8666 5.3653 3.2479 0.1 0.0 -0.1
H -2.9110 4.1990 2.5087 0.1 0.0 0.2
C -4.0224 -1.1127 -0.3872 -1.5 0.2 0.5
O -5.2038 -1.2388 -0.0550 0.5 0.5 0.0
N -3.3308 -2.1606 -0.8545 1.2 -1.1 -0.5
N -3.2981 0.0334 -0.3599 -0.2 0.4 0.1
H -3.7686 -3.0624 -0.8506 -0.1 0.1 -0.1
H -2.3893 -2.0550 -1.2011 0.0 -0.2 0.0
H -2.2730 0.0044 -0.3796 -0.4 0.2 -0.1
H -3.7673 0.8752 -0.0769 -0.1 -0.1 0.1
C 0.9516 -2.5285 -2.0034 -0.5 1.0 0.6
O -0.1585 -1.9932 -2.1222 0.1 -0.2 -0.1
N 2.1015 -1.8209 -1.9548 0.6 -0.9 -0.1
N 1.0923 -3.8546 -1.7943 -0.2 -0.8 -0.2
H 2.9205 -2.4055 -1.9694 0.4 0.6 0.0
H 2.1838 -0.8198 -2.0541 -0.2 0.0 -0.3
H 0.2606 -4.3865 -1.6077 0.0 0.1 -0.1
H 1.9597 -4.2834 -1.5238 0.0 0.2 0.1
C -1.3925 -4.3653 2.3905 -0.4 -0.2 -1.5
O -0.2746 -4.2431 1.8990 -0.2 -0.4 0.4
N -1.6884 -4.1813 3.6921 0.5 0.2 0.8
N -2.4923 -4.7063 1.6490 0.0 0.0 0.6
H -0.9382 -3.9484 4.3193 0.0 0.0 -0.1
H -2.6302 -4.1999 4.0357 0.0 0.0 0.1
H -3.3660 -4.7741 2.1379 -0.2 -0.1 -0.4
H -2.4645 -4.9032 0.6676 0.3 0.1 0.0
C 1.6295 2.4152 -5.2400 -1.3 0.4 -0.5
C 2.0744 1.1401 -4.5898 1.3 0.1 0.1
C 3.5061 0.7293 -5.0063 -0.3 0.1 0.5
O 2.0746 1.3425 -3.1544 -0.4 -0.8 -0.5
H 1.8067 2.4242 -6.3171 0.5 0.2 0.1
H 1.9869 3.3014 -4.7163 0.6 -0.1 -0.3
H 0.5451 2.5382 -5.1881 -0.2 -0.2 0.2
H 1.3993 0.3054 -4.7994 0.0 0.1 -0.2
H 4.2885 1.4338 -4.7167 -0.3 0.3 0.3
H 3.6337 0.6429 -6.0849 -0.4 -0.3 0.0
H 3.7301 -0.2060 -4.4961 0.2 -0.2 -0.2
H 1.1347 1.4159 -2.9420 0.0 0.3 0.5
C -0.4762 -1.2009 1.4276 0.8 0.4 -0.3
C -0.1138 0.1596 0.8403 0.9 -1.1 0.2
C 1.4047 0.3820 0.7990 -0.3 1.4 0.3
O -0.5806 0.1616 -0.5142 -0.1 0.4 -0.2
H 0.0287 -1.3521 2.3816 -0.2 0.1 0.1
H 0.0018 -1.9168 0.7568 -0.4 -0.4 0.0
H -1.5578 -1.3345 1.4733 0.0 -0.2 0.0
H -0.6535 0.9359 1.3828 0.3 0.3 -0.2
H 1.5244 1.3250 0.2630 0.2 0.0 0.1
H 2.0220 -0.3427 0.2695 -0.5 -0.4 0.0
H 1.8568 0.5472 1.7774 -0.2 -0.1 0.1
H -0.2205 -0.6209 -0.9653 -0.1 -0.1 -0.1

***

84
Properties=species:S:1:pos:R:3:forces:R:3 method="wB97M-V/def2-TZVPD" lumo_ev=-0.25 gap_ev=8.0 homo_ev=-8.3 de_lowest_kj_mol=0.0 largest_force_ev_per_a=1.40 total_charge=0
C -2.4245 1.8434 4.5867 -0.4 -0.7 -0.3
C -2.4517 1.1949 3.2067 0.6 1.2 -0.4
O -3.7983 1.1172 2.6629 0.4 -0.7 0.2
C -4.0515 -0.1256 2.1286 0.0 -0.1 -0.3
C -4.9168 -1.0001 2.7446 -0.5 0.5 1.0
C -5.1836 -2.2566 2.2448 -0.4 -0.6 0.1
C -4.5669 -2.6905 1.0886 0.1 -0.2 -0.1
C -3.6990 -1.8156 0.4680 0.8 -0.3 -1.0
C -3.4388 -0.5471 0.9447 -0.1 0.9 0.2
N -2.5703 0.3087 0.2400 0.1 -0.6 0.1
C -1.3035 -0.2548 -0.0584 -0.4 1.1 0.3
C -0.1586 0.4433 0.2916 0.1 -0.3 -0.1
C 1.0632 -0.1257 -0.0129 0.6 1.1 0.5
C 1.1366 -1.3438 -0.6545 1.2 -0.4 -0.1
C 0.0011 -2.0472 -0.9932 -0.4 -0.1 0.1
C -1.2236 -1.4817 -0.6873 -1.3 -0.4 0.0
S -2.8278 -2.2581 -1.0348 0.4 0.1 0.0
H -3.1978 1.3697 5.2056 0.3 0.1 0.1
H -2.5982 2.9193 4.5331 0.0 -0.2 0.0
H -1.4260 1.6570 4.9990 -0.3 0.2 0.1
H -1.9296 0.2309 3.1613 -0.5 0.0 0.2
H -1.8800 1.8579 2.5341 -0.1 -0.2 0.1
H -5.3914 -0.6837 3.6732 0.1 0.0 -0.2
H -5.8625 -2.9049 2.7963 0.0 0.1 -0.2
H -4.7385 -3.6745 0.6623 0.0 0.1 0.2
H -2.4988 1.2220 0.6640 -0.1 0.0 0.0
H -0.2157 1.3967 0.8116 0.0 -0.1 -0.1
H 1.9491 0.4502 0.2944 -0.2 -0.6 -0.3
H 2.1156 -1.7690 -0.8837 -0.4 0.2 0.1
H 0.0638 -3.0129 -1.4784 0.1 0.1 0.0
O 3.8029 2.1289 0.3250 -0.1 0.0 0.1
H 4.3100 1.8085 -0.4262 0.2 -0.3 0.1
H 4.3930 2.7524 0.7589 -0.1 0.0 0.0
O 3.9034 -1.9483 -1.9510 0.4 0.4 -0.3
H 3.4403 -1.6594 -2.7514 -0.2 -0.2 0.1
H 4.7947 -2.1522 -2.2551 -0.1 -0.3 0.0
O 1.1905 -1.4209 -3.6707 0.2 0.2 -0.6
H 0.3262 -1.3083 -3.2560 0.1 -0.1 0.2
H 1.0017 -1.9746 -4.4412 -0.4 -0.3 0.3
O -0.0953 -3.9129 -4.3812 0.1 -0.1 -0.1
H 0.7268 -4.4020 -4.2662 0.0 0.0 0.1
H -0.7816 -4.5802 -4.2763 -0.1 0.1 0.0
O 5.8284 0.7073 -1.6343 0.1 0.2 -0.2
H 6.7683 0.6338 -1.8357 0.0 0.0 0.1
H 5.4285 -0.0621 -2.0571 -0.3 0.0 0.1
O 3.5785 3.4825 -2.2499 0.0 -0.1 -0.4
H 4.4123 3.0132 -2.1569 0.0 0.0 0.1
H 2.9108 2.7981 -2.1214 0.1 0.0 0.0
O -3.8197 -3.1014 5.4147 0.0 0.0 -0.1
H -4.2488 -2.8086 4.6029 0.0 0.0 0.0
H -2.9122 -3.2802 5.1499 0.0 0.0 0.0
O 3.5443 -1.5041 -5.4257 -0.1 -0.2 0.1
H 2.6719 -1.3840 -5.0293 0.2 0.3 -0.1
H 3.3840 -2.0460 -6.2047 0.1 0.0 0.0
O 2.3316 -3.1804 2.1761 0.0 0.0 -0.1
H 1.8857 -2.8888 1.3719 0.0 0.0 0.0
H 3.2314 -3.3657 1.8905 0.0 0.0 0.0
O -8.1128 -0.1311 3.3504 0.0 0.0 0.0
H -7.6111 -0.4735 2.6026 0.0 0.0 0.0
H -7.5050 0.4770 3.7828 -0.1 0.0 0.0
O -0.9990 4.7011 4.7798 -0.1 -0.1 -0.1
H -0.8126 4.8932 5.7030 0.1 0.0 0.0
H -0.7632 5.5172 4.3261 0.1 0.0 0.1
O 0.8181 7.0388 5.0604 0.1 0.1 0.0
H 1.1452 7.3246 5.9192 -0.1 0.0 0.0
H 1.5930 7.0707 4.4899 0.0 0.0 0.0
O 6.8867 3.2251 -3.4406 -0.1 0.0 0.1
H 6.2933 3.9836 -3.4642 0.1 0.0 0.0
H 6.4161 2.5648 -2.9200 0.0 -0.1 -0.1
O -0.7585 -4.9580 -0.8239 0.0 -0.1 -0.6
H -1.3214 -4.1700 -0.8498 -0.1 -0.4 0.1
H -1.2752 -5.5937 -0.3086 0.2 0.3 0.1
O 0.3346 0.7413 -5.7297 -0.1 0.0 0.1
H 0.5639 1.6297 -5.4320 0.2 0.0 -0.2
H 0.6742 0.1719 -5.0312 0.1 0.0 0.1
O -1.6946 -5.2940 1.6106 -0.3 -0.2 0.6
H -1.4033 -4.4144 1.8740 0.1 0.0 -0.2
H -1.3644 -5.8706 2.3079 0.0 0.0 0.0
O 1.2487 5.1869 -2.1479 0.0 -0.1 0.1
H 2.0843 4.7072 -2.0569 0.0 0.3 0.0
H 0.5698 4.5174 -2.0209 -0.1 0.1 0.0
O 2.6300 2.8349 -5.5939 0.1 0.1 0.1
H 3.1757 2.5226 -6.3227 -0.1 -0.1 0.0
H 3.2036 3.4332 -5.1028 -0.1 0.0 0.1